[1]
Computed, not measured: a cluster of 8 separate species, C33H52BN7O in total in a non-equilibrium geometry, with wB97M-V/def2-TZVPD.

Geometry as XYZ:
```
94
Properties=species:S:1:pos:R:3:mulliken_charge:R:1
C 2.9153 -2.5673 1.6707 0.90
C -1.7985 0.4024 3.8055 -0.56
H -3.5374 -1.6659 6.1608 0.26
H 2.8415 2.4472 -3.5502 0.70
C -0.7600 -4.0816 1.4754 0.37
H -0.0398 0.2443 -1.1666 -0.55
C -3.8374 -0.7831 -1.0057 -0.46
H 2.0991 4.2241 -4.8559 0.34
H -0.6505 4.9216 -0.2782 0.49
N -0.0943 -5.3725 1.8031 0.00
C 3.4201 -2.9108 -2.7582 -0.85
H 1.8206 -2.3235 1.2482 -0.32
C -3.0244 -1.0446 5.3125 -0.38
C 4.8447 -3.3326 2.8207 -0.40
C -2.7304 -1.7677 3.9040 -0.14
B 0.0023 0.1443 0.2568 2.56
H 5.8980 -3.7719 0.9223 0.28
H -3.1351 -2.7300 3.4680 0.23
H -3.7477 0.0413 -0.2581 0.42
C -4.2036 -2.3740 -2.8114 -0.69
H 3.8885 -3.1855 -0.4810 0.42
H -1.7843 -0.9521 2.2986 -0.04
H -1.5540 2.9405 -1.0568 0.42
C -1.4107 3.1462 -3.2908 1.33
C -1.7826 4.1540 -4.3646 -1.42
H 2.0446 3.2591 6.2375 0.31
H -1.7005 3.6845 -5.3090 0.45
H 0.7884 -3.9019 -0.4676 0.22
C 1.8083 4.7473 -3.8148 -1.23
H -0.3991 -0.8721 0.5056 -1.10
H -1.8859 -2.7902 -2.9843 0.37
H 2.7118 5.1525 -3.1672 0.32
C -2.2356 1.6989 -3.3721 -2.10
C 2.7124 -1.7392 -2.1468 0.03
C 3.9510 -3.0325 0.5961 -0.64
C -1.0295 -6.3999 2.1533 -0.49
H 4.1796 -2.7202 -3.4740 0.47
C 1.4077 4.3091 4.1610 -0.49
N 5.0344 -3.3512 1.3896 0.01
C -2.4951 0.3734 5.2428 -1.00
O 0.4634 1.9779 -4.2379 -0.36
H -1.9369 0.8821 -2.7312 0.36
H 0.8497 1.5322 2.2843 0.15
H 2.5301 -5.3063 -2.1818 0.17
H -1.0900 5.1190 -4.2993 0.23
H -1.0890 1.1016 3.4772 0.62
C 1.3450 1.8675 4.4610 -0.23
H -4.4867 -2.9527 -3.6041 0.51
H -3.3938 -6.2696 2.4249 0.26
H -2.8913 -3.5245 1.5117 0.85
N 1.0604 2.2133 3.1712 0.08
C -0.5162 4.6545 -1.3392 -1.31
H 0.6848 3.1257 -0.8914 0.18
C 0.8786 3.5905 2.8506 -0.26
H 2.8527 -0.6261 -2.1383 0.04
H 1.0557 0.3234 0.7793 -0.29
C 1.1932 3.5620 -2.9354 1.03
H 1.1179 -1.2980 -0.7152 -0.36
C 1.5948 -3.4394 -1.1230 -0.16
C -2.7557 -2.3079 -2.4457 -0.32
H -0.7080 -7.3278 2.5692 0.39
C 3.4379 -2.7387 3.0424 -0.85
N -2.6957 -1.2966 -1.5598 0.63
H 1.1983 0.9699 5.0952 0.41
C 2.4171 2.6048 -2.6973 -1.43
H 1.5797 4.6045 -1.0970 0.88
H 2.8562 -2.4609 3.9787 0.34
H 1.4979 5.4728 4.5281 0.21
N 0.0164 2.7898 -3.4480 1.07
H -2.8615 4.5638 -4.3646 0.35
H -0.6117 0.8722 0.8198 -0.53
H 0.8554 -5.6383 1.6203 0.25
H -6.0513 -1.3292 -1.8195 0.49
N -1.9970 -0.8400 3.2921 0.33
C 2.5057 -4.0782 -2.1115 -0.60
C 1.6289 3.1711 5.1705 -0.47
C -5.0206 -1.4409 -1.7953 -0.94
C -2.1849 -4.2651 1.7321 -1.12
N 1.7012 -2.1253 -1.1675 0.58
H -0.5089 5.4988 -1.8602 0.63
H -1.6853 -1.0346 -1.1986 -0.25
C -2.3899 -5.7094 2.1341 -0.70
C -1.6768 3.6386 -1.8155 -1.23
H -0.0567 -3.4309 1.2283 0.17
C 0.8824 3.9759 -1.4776 -1.45
H 5.7867 -3.6887 3.6208 0.24
H 1.0433 5.5058 -3.9985 0.36
H 0.6578 3.9843 1.8871 0.24
H -2.5766 1.0560 5.9478 0.57
H -3.1693 1.8395 -3.0267 0.71
H 2.0771 1.7122 -2.1837 0.07
H -2.4848 1.1993 -4.3193 0.46
H 3.1474 3.3044 -2.0181 0.36
H -2.6088 4.1953 -1.8444 0.60
```

For the energy above the lowest of the compared OMol25 structures with the same formula, charge and spin, the calculation gives 71.6 kcal/mol. Its spin multiplicity is 1. As for the net charge: 0. The value obtained for the HOMO-LUMO gap is 0.1023 Eh.



[2]
Computed, not measured: a cluster of 3 separate species, C33H52Br2F6N2O15PS in total in a non-equilibrium geometry, with wB97M-V/def2-TZVPD.

Geometry as XYZ:
```
112
Properties=species:S:1:pos:R:3:mulliken_charge:R:1
H 4.9260 -5.4407 -5.8621 0.30
H -0.5386 4.0404 1.4824 0.79
H 4.9808 -0.1844 -1.4771 0.28
H -2.9055 3.5841 -2.5018 0.37
C 1.2192 0.1254 0.2477 0.25
C -6.9639 5.8771 -1.4020 -0.33
H 2.4597 -1.4869 -0.4025 0.49
O 5.6622 -7.0442 4.6298 -0.35
H 3.5604 -4.8445 -4.9215 0.22
S 1.2362 0.7624 2.9764 1.35
H 4.1979 -7.7966 -5.4053 0.30
H -0.7183 2.6022 -3.0383 1.07
O 4.8189 -6.9581 -3.6780 -0.38
C 4.7529 -1.1717 0.2759 -0.61
C 3.8842 -6.9728 -4.7680 -0.20
H 5.0816 -4.6293 -0.6215 0.04
O -0.8725 4.6534 -1.5382 -0.78
C 1.1959 -0.6067 -2.1964 -2.09
H 0.3577 1.3429 -3.4610 0.64
H 2.8852 -7.2002 -4.3987 0.30
H -4.7080 5.7937 -0.2866 0.01
H 4.1648 -6.0467 -0.0366 0.29
F 0.0297 -1.5683 2.5788 -0.24
C -0.4910 1.5647 -2.8291 -2.37
O -2.7648 2.9641 -1.7659 -0.54
C -0.1019 1.3687 -1.3802 0.17
C -2.2434 1.0145 -4.5950 0.28
H -2.4761 2.3202 1.8733 0.38
H 1.3924 -1.6252 -1.8819 1.07
H -6.6233 4.7782 1.6637 0.74
C 0.7329 1.0098 1.2349 0.35
H -5.2246 4.0069 0.9675 0.21
O 3.3488 -5.7827 -2.4233 -0.57
H -9.3816 5.2436 -3.2880 0.25
N -0.0826 2.0546 0.9098 -0.05
H 3.7755 -0.4285 -4.0663 0.45
Br -4.7601 0.7906 -6.0304 -0.08
Br -0.8128 0.8763 -5.9132 -0.04
F -2.8633 -1.0721 -5.5848 -0.20
F -2.7242 2.2790 -4.6102 -0.28
H -6.5638 4.8585 -1.3561 0.28
H 5.3636 -8.0414 2.8235 0.21
F 0.4161 -1.0532 4.6124 -0.22
O 5.1374 -5.0179 5.1547 -0.38
H 3.8019 -0.5963 2.0388 0.37
H 3.2696 -5.7409 -6.4190 0.36
H -4.1463 5.9036 2.8147 0.60
H -1.7187 1.9699 3.3960 0.88
C -8.8254 4.8203 -2.4542 -0.64
H 1.8596 -1.7424 1.1768 0.58
H -2.2281 4.8812 2.7291 0.63
H -6.4328 6.3990 -2.2072 0.29
H -6.5624 7.6648 -0.3457 0.27
H -7.5215 6.5127 0.5688 0.44
C -1.8062 2.7276 2.6326 -0.24
O -8.3493 5.8843 -1.6420 -0.36
H -4.8719 6.8998 1.0845 0.61
C -1.6842 0.6846 -3.2155 -0.88
H 3.7205 0.6117 0.7654 0.54
C -0.5275 2.2411 -0.3571 0.74
C 2.9845 -4.0325 5.7217 -1.07
C 4.4154 -6.3231 -2.5830 0.81
H 0.3458 3.1615 2.6169 1.01
H 4.4869 -8.7073 4.2272 0.29
H 2.4000 -4.8436 5.2884 0.31
N 4.7626 -1.1045 -1.1181 -0.15
H -5.5969 5.1990 3.5831 0.27
C 2.4627 -0.0630 -2.8207 0.68
H 2.3982 -3.1155 5.6655 0.22
H 5.3563 -1.8259 -1.5033 0.25
C 0.7650 0.2989 -1.0796 1.04
H -9.4885 4.1964 -1.8599 0.24
O 2.6042 1.1200 3.1558 -0.68
H -4.3417 2.9883 2.5797 0.52
C 4.2997 -3.8669 4.9919 -0.09
C -4.0388 3.7829 3.2598 -1.12
H -4.3582 3.4631 4.2469 0.55
F -3.9420 -0.4724 -3.8242 -0.22
C 3.6328 -0.4517 0.9845 -0.18
C -2.5096 3.9601 3.2318 -1.24
H 4.8627 -3.0313 5.4043 0.38
H -1.4462 -0.3764 -3.2139 0.79
P -1.6603 3.6234 -0.8575 0.31
O 2.9593 -0.8511 -3.7538 -0.44
H 5.9117 -5.9391 0.2328 0.20
H -2.1150 5.0209 0.6184 0.39
C -5.3641 6.1085 0.5248 -0.65
C -3.3750 -0.0102 -4.9549 0.53
H -2.1929 4.0176 4.2708 0.58
H -2.4932 0.8123 -2.5054 0.52
O 5.5614 -1.8099 0.8856 -0.54
H 4.1457 -3.6692 3.9308 0.20
C -6.6658 6.6111 -0.0929 -0.97
H -8.0144 4.2271 -2.8726 0.29
O 0.3375 1.3870 3.8937 -0.68
O -2.5314 4.1941 0.3316 -0.08
F 2.0348 -1.7488 3.4237 -0.11
C 4.8262 -6.0469 4.3654 0.78
C -0.4971 3.0646 1.9454 -2.70
C 5.4127 -8.2441 3.8908 -0.54
O 3.9347 -6.0642 3.5542 -0.57
O 2.9310 0.9914 -2.5007 -0.56
H 6.2457 -8.9090 4.0961 0.23
C 2.2340 -0.9720 0.5169 -1.23
O 5.3969 -6.3810 -1.6843 -0.35
C -4.8238 5.0557 2.8345 -0.98
C 5.1077 -5.7067 -0.4586 -0.32
C -5.5583 4.9041 1.4874 -0.57
C 0.9271 -1.0519 3.4096 0.81
H 3.1523 -4.2745 6.7712 0.38
C 3.9098 -5.6713 -5.5401 -0.99
H 0.4712 -0.6840 -2.9944 -0.10
```

Its spin multiplicity is 1. As for the net charge: +1. The value obtained for the HOMO-LUMO gap is 0.2358 Eh.



Which of these has the highest net charge?
C33H52Br2F6N2O15PS